The following is a quantum chemistry calculation of a 7-piece molecular cluster, C32H44NO16 overall at a distorted geometry, from the Open Molecules 2025 dataset.

Geometry as ORCA input:
```
! RIJCOSX wB97M-V def2-TZVPD def2/J DEFGRID3
* xyz 1 1
C -10.15697 -40.80764 25.42599
N -10.54129 -41.92279 24.51002
C -11.45655 -42.86781 25.23759
C -11.38319 -41.27008 23.36369
C -9.41076 -42.54534 23.82101
C -9.53907 -43.56042 22.74407
O -8.32700 -43.93211 22.12566
H -10.73474 -40.08413 25.80187
H -9.59150 -40.16887 24.83789
H -9.32448 -41.24245 26.27792
H -12.25500 -42.31055 25.53718
H -10.92253 -43.46488 25.93978
H -11.66262 -43.75275 24.62965
H -12.17225 -40.61478 23.94279
H -11.96630 -41.99281 22.77294
H -10.66118 -40.95994 22.70979
H -8.71025 -43.08844 24.58044
H -8.83665 -41.59498 23.26411
H -10.30859 -42.94673 22.04194
H -10.18825 -44.54896 22.70957
H -8.34986 -44.70143 21.48506
C -5.30542 -41.32854 21.67021
C -4.25338 -42.21611 22.25850
C -4.15549 -42.45310 23.64433
O -3.12418 -43.08332 24.19382
C -4.90365 -41.67805 24.48680
C -5.99908 -40.79094 23.99515
C -6.20813 -40.58216 22.62358
O -7.09245 -39.81731 22.05551
O -6.71857 -39.85423 24.81394
O -3.33368 -42.75167 21.32985
H -5.21758 -41.20113 20.56974
H -4.87777 -41.55344 25.47383
H -6.60961 -39.60192 25.68952
H -2.71487 -43.29194 21.83468
C -11.76338 -36.86105 27.46434
C -13.02832 -36.18694 28.14045
C -13.12640 -36.22112 29.67781
O -14.09000 -35.64433 30.11553
C -12.12981 -36.86467 30.47719
C -10.98836 -37.49981 29.76997
C -10.83723 -37.53033 28.28255
O -9.97945 -38.19310 27.72301
O -10.04664 -38.07366 30.43696
O -14.02161 -35.58955 27.43029
H -11.64256 -36.87077 26.39289
H -12.17616 -36.97716 31.45666
H -10.11962 -38.04864 31.41770
H -14.55713 -35.16817 28.05758
C -16.17566 -40.64818 28.18513
C -17.66030 -41.07651 28.35157
C -18.48484 -41.76403 27.25673
O -19.68264 -41.86454 27.42549
C -17.68952 -42.21607 26.15474
C -16.10719 -41.99053 26.02135
C -15.46604 -41.05663 27.02656
O -14.38719 -40.64751 26.83231
O -15.31259 -42.73076 25.13118
O -18.39816 -40.87183 29.57670
H -15.57923 -40.11782 29.03567
H -18.17729 -42.96823 25.43257
H -16.09430 -43.02640 24.71223
H -19.29942 -40.96543 29.33223
C -12.79286 -35.56868 23.76362
C -12.59106 -37.14750 23.56007
O -11.52790 -37.58369 23.19864
C -13.78980 -38.04757 23.87527
H -11.88453 -35.04112 23.63124
H -13.26231 -35.03912 24.82582
H -13.52738 -35.16782 22.91952
H -13.64055 -38.94375 23.38646
H -14.61791 -37.46500 23.45179
H -13.98961 -38.33486 24.87025
C -10.77280 -43.56837 18.61777
C -11.38385 -42.28651 19.23981
O -11.93060 -42.36774 20.24834
C -11.09577 -41.08888 18.40018
H -9.84883 -43.14163 18.05535
H -11.68698 -44.12000 18.12147
H -10.49831 -44.36875 19.14942
H -9.95174 -40.73606 18.55323
H -11.61014 -40.08280 18.52659
H -11.28607 -41.39180 17.32429
C -7.28411 -42.21876 29.25774
C -8.66907 -42.48904 28.69395
O -8.85442 -43.15066 27.78256
C -9.80603 -41.87723 29.58112
H -7.31916 -41.22686 29.74271
H -6.63570 -42.19128 28.37165
H -7.04848 -42.98100 29.95208
H -10.35236 -42.66981 30.23912
H -10.63106 -41.71817 28.94440
H -9.74897 -41.15447 30.33817
*
```

E	-68123.238	eV
ΔE to the lowest compared entry with this formula, charge and spin	2.593	eV
HOMO-LUMO gap	6.422	eV
molecular weight	698.7	g mol⁻¹